(1)
Density functional theory data (the ωB97M-V functional and the def2-TZVPD basis) for the molecule C3H2N2OS in a non-equilibrium geometry.

Structure (XYZ):
```
9
Properties=species:S:1:pos:R:3:mulliken_charge:R:1
C -0.0561 1.3052 0.0997 0.14
C -1.3570 1.0603 0.1217 -0.01
C 0.2607 -1.8020 0.2348 0.31
N 1.0698 0.5299 0.0962 -0.59
N 1.0159 -0.7764 -0.1854 0.05
O -0.3877 -2.7096 -0.0433 -0.27
S -2.8981 0.9855 -0.0707 -0.32
H 0.2943 2.2787 -0.0383 0.37
H 2.0582 -0.8716 -0.2147 0.33
```

Summary:
Spin multiplicity: 1
Kohn-Sham gap (alpha / beta): 6.3 / 6.6 eV
Energy relative to the best compared isomer or geometry (same formula, charge and spin): 118.21 kcal per mole
E: -698.252782 hartree

(2)
Density functional theory data (the ωB97M-V functional and the def2-TZVPD basis) for the molecule C16H22N2O6S in a non-equilibrium geometry.

Structure (XYZ):
```
47
Properties=species:S:1:pos:R:3:mulliken_charge:R:1
C 6.2563 -0.1070 2.9703 -1.11
C 5.5048 1.2148 2.9869 -0.23
O 4.3079 1.1201 3.7721 -0.33
C 3.2291 0.6271 3.1786 0.77
O 3.1482 0.3014 2.0266 -0.54
C 2.0690 0.5480 4.1732 -1.05
N 0.8859 0.0490 3.5393 0.18
C 0.4099 -1.2361 3.7421 0.37
O 0.8331 -2.0277 4.5326 -0.60
O -0.6420 -1.4378 2.9076 -0.45
C -0.8114 -0.3081 2.1614 0.41
C -1.7459 -0.0447 1.1846 -0.69
C -1.6703 1.2058 0.5923 -0.15
S -2.8244 1.6215 -0.7083 1.46
O -3.8801 0.6486 -0.7122 -0.67
O -3.1691 3.0090 -0.6191 -0.76
N -1.8248 1.4790 -2.0394 -0.27
C -1.6263 0.1469 -2.5741 -0.72
C -2.7893 -0.3359 -3.4414 -0.65
C -2.6526 -1.7934 -3.8948 0.70
C -1.4960 -1.9778 -4.8751 -1.50
C -3.9599 -2.2537 -4.5373 -1.60
C -0.7226 2.1503 0.9457 -0.81
C 0.2125 1.8857 1.9344 -0.83
C 0.1553 0.6401 2.5344 1.08
H 7.1859 0.0112 2.4214 0.37
H 5.6558 -0.8720 2.4844 0.32
H 6.4808 -0.4253 3.9852 0.30
H 6.0925 1.9991 3.4670 0.30
H 5.2362 1.5151 1.9693 0.31
H 1.8944 1.5367 4.6073 0.32
H 2.3338 -0.1517 4.9723 0.44
H -2.5100 -0.7453 0.8936 0.64
H -2.0581 2.1687 -2.7377 0.32
H -1.5046 -0.5108 -1.7106 0.25
H -0.6895 0.1553 -3.1383 0.33
H -2.8746 0.3105 -4.3193 0.33
H -3.7015 -0.2308 -2.8516 0.43
H -2.4644 -2.4122 -3.0107 0.23
H -1.4561 -3.0090 -5.2186 0.43
H -1.6287 -1.3350 -5.7429 0.31
H -0.5427 -1.7408 -4.4102 0.36
H -4.7859 -2.1508 -3.8381 0.39
H -3.8919 -3.2965 -4.8386 0.44
H -4.1796 -1.6559 -5.4193 0.32
H -0.7439 3.1006 0.4384 0.44
H 0.9547 2.6139 2.2166 0.41
```

Summary:
Spin multiplicity: 1
Kohn-Sham gap: 9.4 eV
Energy relative to the best compared isomer or geometry (same formula, charge and spin): 12.04 kcal per mole
E: -1582.071755 hartree
SMILES: CCOC(=O)Cn1c(=O)oc2cc(S(=O)(=O)NCCC(C)C)ccc21

(3)
Density functional theory data (the ωB97M-V functional and the def2-TZVPD basis) for the molecule C6H6O.

Structure (XYZ):
```
13
Properties=species:S:1:pos:R:3:mulliken_charge:R:1
O 1.9421 -0.9599 -0.3532 -0.57
C 1.3599 0.1456 0.3086 -0.45
C -0.1533 0.2022 0.1226 0.39
C -0.7431 -0.8023 -0.5535 -0.14
C -1.6393 -1.5875 -1.1848 -0.72
C -0.8245 1.3962 0.5026 -0.60
C -1.3123 2.4741 0.7397 0.15
H 1.6601 -1.7656 0.1015 0.36
H 1.5750 0.1187 1.3883 0.28
H 1.8441 1.0369 -0.0987 0.32
H 0.0547 -1.2029 -1.2570 0.36
H -2.0115 -2.4806 -0.6538 0.21
H -1.7518 3.4252 0.9375 0.42
```

Summary:
Spin multiplicity: 1
Kohn-Sham gap: 7.7 eV
Energy relative to the best compared isomer or geometry (same formula, charge and spin): 156.73 kcal per mole
E: -307.213658 hartree

(4)
Density functional theory data (the ωB97M-V functional and the def2-TZVPD basis) for the molecule C6H8N4S in a non-equilibrium geometry.

Structure (XYZ):
```
19
Properties=species:S:1:pos:R:3:mulliken_charge:R:1
C -1.3611 -1.8158 -0.0769 -1.04
N -0.7728 -0.5218 0.0853 0.13
C 0.6030 -0.2454 -0.1571 0.69
N 1.4520 -1.0744 -0.5197 -0.61
C 2.6696 -0.5185 -0.5303 -0.42
C 2.9289 0.7324 -0.1831 -0.15
N 1.9972 1.5938 0.2132 -0.68
C 0.7836 1.1132 0.1438 0.42
N -0.3526 1.6776 0.6383 -0.17
C -1.4645 0.7593 0.4833 -0.35
S -2.8624 1.2521 -0.7793 -0.29
H -1.8999 -2.0036 -1.1230 0.22
H -0.6386 -2.4902 0.1782 0.48
H -2.2198 -1.9038 0.7583 0.31
H 3.5030 -1.2082 -0.6755 0.36
H 3.9916 1.0133 -0.1379 0.33
H -0.6048 2.6350 0.7041 0.27
H -1.9162 0.7653 1.4710 0.37
H -3.8360 0.2396 -0.4925 0.15
```

Summary:
Spin multiplicity: 1
Kohn-Sham gap: 8.4 eV
Energy relative to the best compared isomer or geometry (same formula, charge and spin): 7.59 kcal per mole
E: -850.596921 hartree
SMILES: CN1c2nccnc2N[C@H]1S

(5)
Density functional theory data (the ωB97M-V functional and the def2-TZVPD basis) for a structure of composition C5H4ErO4 in a non-equilibrium geometry.

Structure (XYZ):
```
14
Properties=species:S:1:pos:R:3:mulliken_spin:R:1
C -2.0231 -1.1412 0.2956 0.59
C -2.9107 -1.4523 1.0544 0.35
H -3.8453 -1.7778 1.4787 -0.01
H -1.8461 -1.1597 -1.0592 -0.02
O 0.0906 -0.5504 -0.0141 -0.12
C 0.3561 -1.0001 -1.3089 0.00
O 1.5305 -0.9361 -1.7334 0.00
O -0.6560 -0.9726 -2.0294 0.02
Er 2.8396 0.7901 -2.9010 2.00
C 1.2490 1.7542 1.1141 0.02
C 1.4024 0.6747 0.4392 0.13
O 0.8894 2.8539 1.5346 0.03
H 2.2715 0.0368 0.6431 0.00
H 0.6521 2.8807 2.4863 0.00
```

Summary:
Spin multiplicity: 4
Kohn-Sham gap (alpha / beta): 6.6 / 4.8 eV
Energy relative to the best compared isomer or geometry (same formula, charge and spin): 129.92 kcal per mole
E: -1507.314784 hartree
Charge: +3

(6)
Density functional theory data (the ωB97M-V functional and the def2-TZVPD basis) for a cluster of 2 separate species, C3H7O3 in total.

Structure (XYZ):
```
13
Properties=species:S:1:pos:R:3:mulliken_charge:R:1
C 1.3988 -0.5416 1.7217 -0.51
O 0.5569 -1.3922 0.9933 -0.50
H -0.2955 -0.9199 0.8080 0.39
H 1.0181 -0.3437 2.7353 0.20
H 1.5360 0.4222 1.2189 0.19
H 2.3631 -1.0350 1.8351 0.20
C -0.3740 0.8241 -1.5084 -0.49
C -1.6957 0.1642 -1.0743 0.58
O -1.7309 -0.3406 0.0868 -0.79
O -2.6153 0.1902 -1.9112 -0.73
H 0.3872 0.7723 -0.7300 -0.01
H -0.5633 1.8639 -1.7669 0.25
H 0.0147 0.3361 -2.4083 0.20
```

Summary:
Spin multiplicity: 1
Kohn-Sham gap: 8.3 eV
Energy relative to the best compared isomer or geometry (same formula, charge and spin): 13.73 kcal per mole
E: -344.288334 hartree
Charge: -1